# 1
Formula: C4H7N5O2
Source: the OMol25 dataset
Level of theory: ωB97M-V/def2-TZVPD

```
18
Properties=species:S:1:pos:R:3:mulliken_charge:R:1
C 1.10792 -1.64166 -2.10381 -0.630
C 1.52319 -1.16479 -0.89477 0.172
C -0.66754 -0.32519 -1.37786 0.668
C -0.35612 0.94030 1.41338 0.352
N -0.10980 -1.07632 -2.37266 -0.102
N 0.23217 -0.37012 -0.35604 0.647
N -0.18521 1.31866 2.74415 -0.412
N -1.52357 1.34307 0.94198 -0.394
N 0.45398 0.01614 0.92409 -1.141
O 2.39048 -1.39364 0.05768 -0.474
O -1.73670 0.27668 -1.48311 -0.763
H 1.58861 -2.10391 -2.88624 0.446
H -0.72641 -1.38217 -3.11771 0.248
H -1.03041 1.81228 3.15366 0.185
H 0.62692 1.42436 3.32432 0.203
H -1.97794 2.17874 1.31526 0.243
H -1.72342 0.95322 -0.05882 0.295
H 2.11383 -0.80565 0.77649 0.457
```

LUMO energy (eV): 0.749
SMILES: NC(N)=Nn1c(O)c[nH]c1=O
ΔE to the lowest compared entry with this formula, charge and spin (kcal/mol): 8.5
Frontier orbital gap (eV): 8.4
F_max (eV/Å): 5.21
HOMO (eV): -7.620

=====

# 2
Formula: C4H7N6S
Source: the OMol25 dataset
Level of theory: ωB97M-V/def2-TZVPD

```
18
Properties=species:S:1:pos:R:3:mulliken_charge:R:1
C -2.56535 -0.78552 -0.55408 -0.155
C -1.33855 -0.52521 -1.28787 0.573
C 1.30879 -0.25598 0.97079 0.339
C 1.36044 0.74607 2.15452 -1.216
N -3.57155 -0.69561 -1.37552 -0.456
N -1.56744 -0.25309 -2.55697 -0.456
N 0.00222 -0.67082 0.61692 -0.699
N 1.90571 0.35367 -0.23420 -0.375
N 0.88569 0.38488 -1.19180 -0.218
N -0.12282 -0.39407 -0.60635 0.931
S -3.09834 -0.35332 -2.86957 0.355
H -2.59809 -1.01315 0.42950 0.507
H 1.96570 -1.10513 1.28218 0.264
H 1.86652 0.33447 3.02503 0.297
H 0.44597 1.07023 2.47510 0.432
H 1.83094 1.59097 1.75764 0.337
H 2.28918 1.25539 0.08845 0.316
H 1.00098 0.31624 -2.12376 0.225
```

Total charge: +1
LUMO energy (spin up / spin down) (eV): -5.940 / -5.941
ΔE to the lowest compared entry with this formula, charge and spin (kcal/mol): 32.1
Frontier orbital gap (spin up / spin down) (eV): 7.6 / 7.6
F_max (eV/Å): 6.20
HOMO (spin up / spin down) (eV): -13.547 / -13.547

=====

| no. | calculated total energy (hartree) |
| --- | --- |
| 1 | -580.84576 |
| 2 | -882.93800 |